No. 1
C16H19F3NP2STi | ωB97M-V with the def2-TZVPD basis set

Summary:
Energy relative to the best compared isomer or geometry (same formula, charge and spin) = 0.0 kcal per mole
E_tot = -2904.80160 Eh
Charge = +3
Frontier orbital gap = 6.9 eV
Multiplicity = 1
LUMO energy = -12.3 eV
Max |F| = 0.0333 hartree/bohr

Last column: Löwdin charge in e.
Element x y z (Å)
H -2.2874 1.4482 -2.5994  0.07
P 0.2562 0.0081 1.9890  0.84
C -0.4117 1.6787 2.0343  -0.38
H -2.1764 -3.0501 -1.1273  0.14
H -3.1134 1.4097 -1.0164  0.07
Ti 0.1242 -0.5729 -0.4060  0.77
C -0.9851 3.5800 3.3982  0.01
H -0.4505 -0.6553 4.1589  0.08
H -2.5433 2.9468 -1.6966  0.08
C 0.4103 -4.4015 -2.8391  0.12
C -0.6272 -1.0434 3.1545  -0.19
N -0.2474 -2.2453 -1.3063  -0.12
C 0.5022 2.6216 -1.7347  -0.19
F 2.9381 -4.6620 -3.8367  0.21
H -1.0501 4.0432 4.3743  0.14
C -1.1990 -3.1965 -1.5555  -0.02
C -1.3918 4.2754 2.2679  0.01
H 0.2374 3.6800 -1.6966  0.08
H -0.1853 1.7631 4.1813  0.12
H 0.6751 -5.2603 -3.4473  0.16
H 2.0711 0.5186 3.4386  0.08
F 3.6588 -3.5645 -2.1139  0.17
C 1.9998 0.0391 2.4604  -0.19
C -0.8228 2.3837 0.8877  -0.38
P -0.7317 1.7116 -0.7798  0.84
C -2.3259 1.8818 -1.6008  -0.19
C -1.3105 3.6810 1.0153  -0.05
F 3.0688 -2.5001 -3.8980  0.17
H 1.4956 2.5007 -1.3111  0.06
C 1.3780 -3.4398 -2.5887  -0.06
C 1.0228 -2.3577 -1.8157  -0.54
H -1.6382 -5.0325 -2.5209  0.15
H 0.4997 2.2874 -2.7713  0.08
H 2.3914 -0.9750 2.5279  0.08
C -0.4959 2.2864 3.2840  -0.05
H -0.2472 -2.0634 3.1093  0.07
H -1.7755 5.2829 2.3582  0.14
S 2.1148 -0.9983 -1.3734  0.87
C -0.8863 -4.2797 -2.3223  0.05
H 2.5892 0.6152 1.7520  0.06
H -1.6336 4.2437 0.1470  0.12
H -1.6965 -1.0315 2.9520  0.07
C 2.7991 -3.5571 -3.1327  -0.62



No. 2
C16H19F5IrN7O | ωB97M-V with the def2-TZVPD basis set

Summary:
Energy relative to the best compared isomer or geometry (same formula, charge and spin) = 43.8 kcal per mole
E_tot = -1682.65893 Eh
Charge = +2
Frontier orbital gap (alpha / beta) = 5.1 / 4.1 eV
Multiplicity = 1
LUMO energy (alpha / beta) = -7.7 / -8.4 eV
Max |F| = 0.0746 hartree/bohr

Last column: Löwdin charge in e.
Element x y z (Å)
C -1.7519 2.7076 -1.1852  -0.09
N -1.6646 1.3924 -0.8689  -0.01
H -0.8949 -1.0028 4.1540  0.11
Ir -0.7492 -0.0004 0.7125  1.38
N -1.6623 -1.3930 -0.8710  -0.01
F 5.1423 0.0023 -4.1612  0.16
F 3.7548 -0.0771 0.3498  0.10
N 0.9779 -0.0001 2.3340  -0.13
C 0.9905 -1.2472 3.1049  -0.16
H -2.2083 -1.9012 2.4863  0.11
C 2.0983 0.0033 -1.3153  -0.30
H -3.2013 1.3620 -3.6483  0.18
F 0.5437 0.0724 -3.1087  0.09
H 1.4684 2.0184 2.4960  0.14
H -0.8957 1.0028 4.1533  0.11
H 1.5862 1.1263 4.0157  0.14
C 4.5135 -0.0421 -1.8903  -0.14
H 1.5867 -1.1271 4.0149  0.14
H 1.7933 -0.0002 1.7253  0.09
N -2.7144 -1.5788 -2.7908  0.16
H -0.3551 -2.6728 3.9752  0.14
C -0.4201 1.7047 3.4692  -0.20
N -1.2255 1.7948 2.2433  -0.02
C 3.4943 -0.0402 -0.9618  -0.13
H -0.9428 2.6234 1.7240  0.09
H 1.4683 -2.0184 2.4951  0.14
C 1.8289 0.0374 -2.7206  -0.13
C -2.2440 0.7177 -1.8623  -0.26
C 2.8394 0.0381 -3.6639  -0.14
C -1.7511 -2.7080 -1.1879  -0.09
C -2.4082 -2.8387 -2.3802  -0.02
C 4.1872 -0.0004 -3.2588  -0.13
H -1.3366 -3.4853 -0.5770  0.12
H -2.6681 3.7133 -2.9404  0.14
N -2.7127 1.5791 -2.7910  0.16
N -1.2265 -1.7943 2.2443  -0.02
H -3.2060 -1.3611 -3.6467  0.18
F 2.5512 0.0748 -4.9560  0.14
C 0.9905 1.2468 3.1053  -0.16
H -2.2075 1.9014 2.4845  0.11
H -0.3552 2.6727 3.9752  0.14
H -1.3384 3.4845 -0.5740  0.12
C -2.4069 2.8390 -2.3795  -0.02
C -2.2437 -0.7178 -1.8630  -0.26
H -0.9443 -2.6230 1.7246  0.09
H -2.6713 -3.7132 -2.9409  0.14
C -0.4200 -1.7048 3.4696  -0.21
O 1.2301 0.0130 -0.3978  -0.17
F 5.7802 -0.0812 -1.5172  0.15



No. 3
C16H19I2N7O6ReS | ωB97M-V with the def2-TZVPD basis set

Summary:
Energy relative to the best compared isomer or geometry (same formula, charge and spin) = 5.2 kcal per mole
E_tot = -2527.10939 Eh
Charge = +2
Frontier orbital gap (alpha / beta) = 6.8 / 6.2 eV
Multiplicity = 2
LUMO energy (alpha / beta) = -7.6 / -8.2 eV
Max |F| = 0.0276 hartree/bohr

Last column: Löwdin charge in e.
Element x y z (Å)
I -0.5780 -1.7124 3.8453  1.03
I 0.0661 1.8243 4.3740  0.87
C 0.4655 -4.9612 0.1669  0.02
O -3.9939 2.7608 -4.8516  -0.13
C 0.7946 -3.7312 0.9623  -0.47
H -0.4125 -4.7122 -2.9969  0.11
H 4.6594 0.4242 2.4622  0.14
N 0.2180 -2.6462 0.4013  0.02
S -4.3484 3.4246 -3.6006  0.51
H 4.6428 -1.2973 2.8526  0.15
C -1.2868 1.6708 -0.0832  0.03
C 1.3602 1.4689 0.4789  -0.09
O 4.8671 -0.7576 0.1548  0.16
C -0.3075 4.6889 -2.1226  0.04
C -0.8510 0.0565 5.0785  -1.04
H -0.9549 -1.2263 -1.4077  0.12
H 2.7670 -0.8109 3.9341  0.10
H -0.1211 -5.6747 0.7500  0.16
H -0.5406 6.3769 -3.4569  0.13
O 1.4739 -3.5560 1.9820  -0.06
H -1.9073 -5.0758 -2.0914  0.11
N -2.1966 5.1642 -3.4870  0.15
N 0.5339 0.5439 0.9842  -0.15
H 2.4115 1.3712 0.7125  0.12
H -1.3789 -2.5380 -2.4510  0.13
C -2.7148 4.0611 -3.0000  -0.34
C -0.4099 2.5865 -0.6806  -0.10
H -2.3457 1.7336 -0.2898  0.13
H 1.6671 3.1849 -0.7372  0.13
H 2.5471 0.6261 3.2142  0.02
C -0.8177 -5.1067 -2.0642  0.02
C 4.0774 -0.4908 2.3877  -0.09
H -1.9215 0.2171 5.1327  -0.02
N -0.3036 -4.3635 -0.9203  -0.06
C -0.3890 -3.0497 -0.7464  -0.34
H -0.4400 -0.1997 6.0479  -0.02
C -0.7852 0.6842 0.7268  -0.16
N -2.1665 3.2304 -2.1343  0.15
O -4.8088 2.4562 -2.6356  -0.16
C 0.9337 2.4941 -0.3453  0.04
O 2.7335 -1.2994 0.5721  -0.19
C 3.9454 -0.8520 0.9037  -0.59
H -0.5086 -6.1434 -1.9716  0.11
N 2.7384 -0.3547 3.0272  -0.10
Re 1.1792 -1.3002 1.7813  1.16
N -0.9911 -2.2181 -1.5781  0.27
H 1.3635 -5.4630 -0.1992  0.16
C -0.9811 5.4747 -3.0517  -0.05
C -0.9538 3.5519 -1.6682  -0.20
O -5.2536 4.5304 -3.7692  -0.13
H -1.4517 -0.0403 1.1799  0.09
H 0.6749 4.9749 -1.7728  0.12



No. 4
C16H19LiN4O2 | ωB97M-V with the def2-TZVPD basis set

Summary:
E_tot = -997.99827 Eh
Charge = 0
Frontier orbital gap = 4.9 eV
Multiplicity = 1
LUMO energy = -1.1 eV
Max |F| = 0.0599 hartree/bohr

Last column: Löwdin charge in e.
Element x y z (Å)
N 3.1052 3.2571 -0.5555  0.14
C 0.6077 -0.3374 1.0797  0.00
C -1.1396 0.2977 -2.1403  -0.12
H -4.0535 -1.2979 -3.0243  0.10
H -1.2270 3.1877 1.1567  0.10
H -1.9490 2.5286 2.6615  0.11
C 0.0090 0.9760 1.2552  -0.39
C 3.4482 2.3800 0.4434  -0.60
C -3.0153 -1.1833 -2.6903  -0.12
C 2.4827 -1.7100 2.1971  -0.05
C -2.4576 0.1156 -2.6138  -0.20
O 4.1215 2.6233 1.4235  0.05
C -0.4490 -0.8440 -1.6966  -0.21
H -2.0448 -0.9365 1.2653  0.09
C -1.9119 2.4319 1.5614  -0.07
H -3.0316 0.9790 -2.9745  0.09
H -3.2961 0.2660 1.6674  0.09
H -0.0426 -1.2030 1.1790  0.11
H 1.5111 -0.1094 -0.9871  0.08
C -2.2605 -2.3211 -2.3914  -0.03
H -2.6659 -3.3292 -2.5153  0.11
H 1.6736 -2.3958 2.4817  0.08
O 0.6545 2.0150 1.4497  0.07
N 2.7805 1.1404 0.1384  0.04
H -2.0055 -0.0779 2.8463  0.11
C 1.1696 -2.3482 -1.0160  -0.06
C -2.2278 0.0205 1.7705  -0.07
H 0.0005 -4.1726 -1.5867  0.09
C 0.8324 -0.9539 -1.0572  -0.11
H 3.1930 -2.2503 1.5454  0.07
N 2.9697 0.3050 1.0891  0.06
H 2.7543 2.8233 -1.3920  0.08
H 3.0352 -1.4351 3.1127  0.09
C 1.9672 -0.4950 1.4861  -0.34
H 3.7111 4.0534 -0.6609  0.10
H -0.5961 1.2462 -2.2296  0.12
Li -2.5371 1.0782 -0.5706  0.70
N -1.4182 1.0974 1.1779  -0.25
C 0.0775 -3.0913 -1.4900  -0.04
C -0.9607 -2.1656 -1.8922  -0.20
H -2.9295 2.5946 1.1553  0.08
H 2.1148 -2.7595 -0.6588  0.10



No. 5
C16H19N10OSTl | ωB97M-V with the def2-TZVPD basis set

Summary:
Energy relative to the best compared isomer or geometry (same formula, charge and spin) = 20.7 kcal per mole
E_tot = -1814.11765 Eh
Charge = +2
Frontier orbital gap = 7.3 eV
Multiplicity = 1
LUMO energy = -6.3 eV
Max |F| = 0.0409 hartree/bohr

Last column: Löwdin charge in e.
Element x y z (Å)
N -1.2735 1.3825 -1.5424  0.03
C -0.8839 2.7055 0.4240  -0.25
C -1.9644 -0.4654 2.8662  -0.13
C -2.4486 -1.3075 3.8215  -0.05
H 3.8262 2.4392 -2.6120  0.12
H 4.5063 -1.7699 -2.1754  0.13
H 5.3567 0.4767 -2.8026  0.13
H -1.4078 -5.4532 -0.7415  0.13
N -2.1084 3.4111 -1.6567  0.14
N -1.8287 -2.5015 3.6194  0.10
C 0.1465 2.1950 2.2498  -0.11
N -0.9316 3.7925 1.2249  0.15
C -1.4224 2.5311 -0.8914  -0.27
C 3.5108 1.4560 -2.2982  -0.01
O 1.9532 -0.6614 1.3304  -0.06
H -2.9241 -4.5949 -0.7646  0.10
S -2.2379 -2.0008 -0.9181  0.66
H -1.9770 -3.3381 4.1623  0.18
H -2.3852 4.3508 -1.4178  0.18
H -0.1745 4.1797 3.1881  0.13
C 2.5760 -1.0220 -1.5970  -0.26
H 2.2208 -1.4595 1.7956  0.08
H -2.2074 0.5610 2.6849  0.10
N 1.8028 0.0592 -1.4163  0.02
C -0.2848 3.4844 2.3826  -0.03
H 2.4937 -3.2080 -1.7569  0.15
N 0.0496 -3.4895 -0.8890  0.00
H -2.9446 3.2776 -3.6160  0.13
H -3.1647 -1.1524 4.6007  0.13
H -1.9096 0.7392 -3.4670  0.12
N -1.0590 -1.1349 2.0981  -0.04
H 1.5509 2.0721 -1.6424  0.11
H -1.3721 4.6777 1.0274  0.18
H 0.6753 1.5846 2.9521  0.12
H -0.3843 -3.1511 2.1886  0.14
C -1.2656 -3.4318 -0.8139  -0.86
C 1.9667 -2.3258 -1.4092  -0.04
N -0.2230 1.7262 1.0328  0.04
Tl -0.2365 -0.4074 -0.1299  0.92
C 4.3556 0.3603 -2.4178  -0.01
C -2.4037 2.7907 -2.8303  -0.03
C -1.8788 1.5285 -2.7437  -0.08
C 2.2459 1.2536 -1.7659  -0.11
N -1.9194 -4.5842 -0.6847  0.11
N 0.7712 -2.4118 -0.9500  -0.12
H 2.3300 0.0914 1.7942  0.07
C -1.0031 -2.3623 2.5736  -0.17
C 3.8859 -0.8942 -2.0666  0.02